{
  "formula": "C37H48BrN8O2S",
  "method": "wB97M-V/def2-TZVPD",
  "elements": ["C", "C", "C", "N", "N", "C", "O", "C", "Br", "C", "N", "O", "C", "C", "C", "C", "C", "C", "C", "C", "C", "C", "C", "S", "H", "H", "H", "H", "H", "H", "H", "H", "H", "H", "H", "H", "H", "H", "H", "H", "H", "H", "H", "H", "H", "H", "H", "N", "C", "C", "C", "C", "H", "H", "H", "H", "H", "N", "C", "C", "C", "C", "H", "H", "H", "H", "H", "N", "C", "C", "C", "C", "H", "H", "H", "H", "H", "N", "C", "C", "C", "C", "H", "H", "H", "H", "H", "N", "C", "C", "C", "C", "H", "H", "H", "H", "H"],
  "coordinates": [[1.1762, 3.0253, 5.0661], [0.3404, 1.9614, 4.4096], [-1.0196, 2.2395, 3.5444], [-0.9669, 2.1135, 2.0687], [-0.5633, 3.1701, 1.3007], [0.1360, 4.1495, 1.9020], [0.9617, 5.0241, 2.5424], [-2.4351, 1.9089, 1.6191], [-2.7478, 2.7865, -0.1971], [-3.0187, 0.4144, 1.7334], [-4.2121, 0.2245, 0.7734], [-2.1297, -0.7134, 1.5173], [-0.7916, -0.5105, 2.1680], [0.0722, -1.8606, 1.6881], [1.1070, -2.5389, 2.7859], [2.0345, -3.8533, 2.3614], [1.9096, -4.4675, 0.8452], [0.8701, -3.8019, -0.2471], [-0.0451, -2.4858, 0.1761], [-0.2419, 0.8879, 1.5090], [1.3786, 1.0351, 1.3793], [1.8222, 1.3519, -0.2016], [3.3496, 0.7825, -0.5283], [4.5878, 1.0956, 0.8427], [0.7377, 4.0392, 5.4984], [2.3221, 2.8110, 5.1846], [0.7039, 0.8372, 4.5224], [-1.7957, 1.4353, 3.9730], [-1.4686, 3.2693, 3.9487], [-3.0558, 2.5969, 2.3727], [-3.4966, 0.2889, 2.8203], [-4.8595, 1.0375, 0.8663], [-3.8827, 0.0751, -0.2053], [-0.8396, -0.5311, 3.3353], [1.1638, -2.0585, 3.8752], [2.7573, -4.2708, 3.2089], [2.5842, -5.3904, 0.5779], [0.8070, -4.3034, -1.3194], [-0.7727, -2.0080, -0.6127], [-0.6237, 0.8407, 0.3745], [1.8326, 1.9504, 1.9977], [2.0118, 0.1072, 1.6981], [1.0781, 0.9019, -0.9850], [1.9148, 2.5365, -0.2709], [3.2494, -0.3427, -0.8464], [3.7367, 1.3997, -1.4735], [4.1621, 2.1009, 1.7254], [-7.0500, 3.2718, 1.6507], [-8.3557, 3.4904, 2.0059], [-8.4517, 3.3627, 3.3736], [-7.1573, 3.0624, 3.8611], [-6.3108, 3.0153, 2.7761], [-6.6884, 3.2969, 0.7061], [-9.1029, 3.7158, 1.2569], [-9.3561, 3.4750, 3.9574], [-6.8731, 2.8989, 4.8926], [-5.2489, 2.8203, 2.7086], [-0.8242, 5.3582, -1.9066], [-1.2387, 4.5181, -2.9071], [-1.5562, 5.2872, -4.0043], [-1.3193, 6.6382, -3.6552], [-0.8651, 6.6527, -2.3554], [-0.5329, 5.0683, -0.9820], [-1.2737, 3.4481, -2.7525], [-1.9182, 4.9152, -4.9541], [-1.4637, 7.5069, -4.2844], [-0.5695, 7.4712, -1.7128], [-1.5084, 0.9893, -3.8329], [-0.3991, 1.4778, -4.4725], [0.1113, 0.4745, -5.2656], [-0.7231, -0.6571, -5.1031], [-1.7168, -0.3103, -4.2153], [-2.0839, 1.5070, -3.1814], [-0.0677, 2.4943, -4.3078], [0.9890, 0.5499, -5.8943], [-0.6115, -1.6211, -5.5826], [-2.5513, -0.8760, -3.8230], [4.8248, -2.7298, -2.1488], [5.5359, -1.5741, -1.9554], [6.1468, -1.2461, -3.1451], [5.7866, -2.2355, -4.0909], [4.9676, -3.1376, -3.4496], [4.2793, -3.2065, -1.4426], [5.5476, -1.0863, -0.9899], [6.7821, -0.3863, -3.3139], [6.0913, -2.2844, -5.1283], [4.4765, -4.0332, -3.8062], [3.4932, -8.1608, -0.7246], [3.4368, -8.3249, 0.6350], [2.8233, -9.5304, 0.8931], [2.5039, -10.1167, -0.3549], [2.9314, -9.2510, -1.3366], [3.8885, -7.3609, -1.2017], [3.8354, -7.5711, 1.3006], [2.6281, -9.9435, 1.8742], [2.0152, -11.0683, -0.5198], [2.8828, -9.3166, -2.4153]],
  "atomic_forces_ev_per_a": [[-2.34, -2.76, -1.69], [2.54, 2.53, 0.97], [-0.45, -0.31, 5.87], [-1.56, -2.16, -0.25], [5.36, 7.59, 2.51], [4.10, 1.81, 3.52], [-7.33, -7.11, -6.02], [-2.37, 1.10, 0.75], [-0.02, -0.95, 1.21], [-2.33, -1.29, 0.23], [1.84, 0.50, 1.29], [0.78, 2.25, 1.13], [0.15, -1.34, -1.37], [2.39, -2.49, -0.60], [-0.41, -1.33, -3.76], [-2.77, 2.28, -2.25], [-2.13, 3.27, 1.44], [0.56, 1.40, 3.90], [2.57, -1.64, 2.50], [1.77, -2.54, -1.92], [1.20, 0.96, -0.60], [0.98, 0.62, 0.74], [-1.94, 1.34, -1.52], [-0.03, -0.24, 0.22], [1.04, -2.09, -1.71], [-2.59, 0.16, 0.50], [-0.53, 2.65, -0.89], [1.59, 1.67, -1.45], [1.02, -1.96, -1.62], [1.28, -1.52, -1.87], [1.10, 0.54, -2.11], [0.75, -1.03, -0.31], [-0.32, 0.50, 1.17], [-0.04, 0.15, -2.13], [-0.06, -1.30, -2.63], [-1.73, 0.83, -2.28], [-1.64, 1.99, 0.48], [0.00, 1.36, 2.55], [1.60, -1.10, 1.80], [0.69, 0.15, 2.59], [-1.33, -2.08, -1.09], [-1.76, 1.47, -0.31], [1.35, 0.97, 1.48], [-0.53, -2.53, -0.23], [0.63, 2.12, 1.08], [-0.89, -1.57, 2.03], [-0.31, -0.86, -1.41], [0.02, 0.02, -0.16], [-0.04, -0.05, 0.07], [-0.16, 0.09, -0.33], [0.40, -0.08, -0.02], [-0.06, -0.06, 0.12], [-0.20, 0.07, 0.34], [0.12, -0.05, 0.16], [0.17, -0.01, -0.12], [-0.05, 0.03, -0.17], [-0.14, 0.05, 0.05], [0.07, 0.04, 0.17], [-0.18, -0.09, -0.11], [-0.01, -0.38, 0.10], [0.13, 0.23, 0.31], [-0.05, 0.12, -0.06], [-0.11, 0.12, -0.45], [0.08, 0.26, -0.02], [0.07, 0.04, 0.16], [0.04, -0.16, 0.13], [-0.06, -0.12, -0.15], [-0.04, 0.05, 0.12], [0.27, 0.05, -0.08], [0.06, 0.37, 0.14], [-0.31, -0.18, 0.21], [0.00, -0.24, 0.02], [0.14, -0.22, -0.35], [-0.01, -0.19, -0.12], [-0.17, 0.01, 0.11], [-0.05, 0.17, 0.08], [0.12, 0.06, -0.12], [-0.11, -0.01, 0.04], [0.12, 0.10, 0.00], [-0.07, 0.16, 0.38], [-0.23, -0.34, -0.09], [0.05, -0.02, -0.13], [0.20, 0.20, -0.25], [0.12, -0.11, -0.16], [-0.10, -0.15, 0.05], [-0.06, -0.01, 0.19], [0.11, 0.16, 0.02], [0.01, 0.08, -0.07], [-0.09, -0.01, 0.16], [0.15, 0.33, 0.21], [0.02, 0.06, -0.40], [-0.11, -0.10, -0.05], [-0.08, -0.40, 0.16], [-0.02, -0.17, -0.06], [0.05, 0.08, -0.17], [0.10, 0.18, 0.01], [0.00, -0.03, 0.20]],
  "lowdin_charge": [0.03, -0.11, -0.14, -0.30, 0.01, 0.04, 0.07, -0.45, 0.81, -0.36, 0.04, -0.12, -0.17, -0.09, -0.02, -0.04, -0.05, -0.04, 0.01, -0.15, -0.15, -0.22, -0.54, 0.63, 0.10, 0.09, 0.12, 0.16, 0.18, 0.13, 0.18, 0.06, 0.08, 0.15, 0.10, 0.10, 0.07, 0.10, 0.10, 0.16, 0.10, 0.11, 0.12, 0.11, 0.08, 0.10, -0.13, 0.00, -0.12, -0.10, -0.11, -0.16, 0.14, 0.11, 0.10, 0.09, 0.07, -0.01, -0.19, -0.09, -0.09, -0.13, 0.11, 0.04, 0.10, 0.10, 0.11, -0.01, -0.15, -0.10, -0.11, -0.15, 0.10, 0.09, 0.10, 0.10, 0.10, 0.00, -0.16, -0.10, -0.11, -0.14, 0.13, 0.08, 0.10, 0.10, 0.10, -0.01, -0.16, -0.11, -0.11, -0.14, 0.14, 0.10, 0.09, 0.10, 0.11],
  "orbital_gap_ev": 4.80,
  "total_charge": 1,
  "lumo_energy_ev": -4.98
}